(1)
The following is a DFT calculation (the ωB97M-V functional and the def2-TZVPD basis) of a molecular structure, C38H35ClN2Si2V in a non-equilibrium geometry.

Results
Orbital gap (alpha / beta) in eV: 6.23 / 6.22
2S+1: 3
Net charge: +1
Total energy in eV: -96915.3367
<S²>: 2.047

CARTESIAN COORDINATES (ANGSTROEM)
C1 -1.5247 -0.7428 5.1602
C2 -2.3997 -0.1771 4.1764
C3 -2.5015 -1.0981 3.0996
H1 -3.0172 0.7040 4.2761
C4 -1.6552 -2.2098 3.3950
C5 -1.0546 -1.9825 4.6611
H2 -0.3834 -2.6813 5.1360
H3 -1.3058 -0.2969 6.1265
H4 -3.1254 -0.9968 2.2224
H5 -1.5291 -3.0735 2.7551
V1 -0.4511 -0.3996 3.2211
Si1 2.1184 -0.0017 -4.0370
C6 1.5065 1.5142 -4.9592
C7 2.1686 2.0835 -6.0643
H6 3.1264 1.6643 -6.4181
C8 1.5811 3.1817 -6.7358
H7 2.0933 3.6044 -7.6064
C9 0.3582 3.7077 -6.3110
H8 -0.0953 4.5549 -6.8389
C10 -0.2987 3.1247 -5.2112
H9 -1.2651 3.5058 -4.8931
C11 0.2679 2.0449 -4.5358
H10 -0.2488 1.5772 -3.6867
C12 1.7137 -1.5105 -5.0895
C13 0.6612 -1.4222 -6.0365
H11 0.2886 -0.4371 -6.3494
C14 0.1116 -2.5847 -6.5790
H12 -0.6998 -2.5084 -7.2982
C15 0.6312 -3.8472 -6.2425
H13 0.1696 -4.7586 -6.6477
C16 1.7854 -3.9128 -5.4577
H14 2.2761 -4.8717 -5.3043
C17 2.3497 -2.7491 -4.9024
H15 3.2865 -2.7976 -4.3333
H16 1.1748 -0.1183 -2.8591
Si2 -0.1869 -0.1264 0.7413
C18 -0.7711 -1.7474 0.0062
C19 -1.8417 -1.7274 -0.8993
H17 -2.2535 -0.7696 -1.2474
C20 -2.3518 -2.9416 -1.3799
H18 -3.2099 -2.9269 -2.0642
C21 -1.7410 -4.1462 -0.9946
H19 -2.1221 -5.0905 -1.3806
C22 -0.6605 -4.1609 -0.0966
H20 -0.1934 -5.0966 0.2325
C23 -0.1404 -2.9483 0.3662
H21 0.7644 -2.9113 0.9830
C24 -1.1901 1.3360 0.1044
C25 -2.4176 1.6745 0.7027
H22 -2.7571 1.1611 1.6167
C26 -3.2345 2.6361 0.0900
H23 -4.2058 2.8645 0.5578
C27 -2.8063 3.2264 -1.1094
H24 -3.4715 3.9124 -1.6233
C28 -1.5308 2.9757 -1.6498
H25 -1.1719 3.4769 -2.5603
C29 -0.7124 2.0432 -1.0166
H26 0.2881 1.8687 -1.4250
H27 3.5709 0.1666 -3.5553
Cl1 1.6998 0.2242 -0.0197
N1 -0.4497 1.6496 3.6612
C30 0.4215 1.9295 4.7705
C31 0.3723 3.1026 5.5013
C32 1.1763 3.2328 6.6510
C33 2.0607 2.2147 7.0147
C34 2.1504 0.9915 6.2773
C35 2.8751 -0.1633 6.6844
C36 2.7663 -1.3226 5.9360
C37 1.9683 -1.3518 4.7842
N2 1.2296 -0.2803 4.4067
C38 1.3229 0.9027 5.1161
H28 -1.3810 2.0341 3.7823
H29 -0.1317 2.2080 2.8708
H30 -0.2939 3.9115 5.1916
H31 1.1020 4.1472 7.2543
H32 2.6756 2.3310 7.9177
H33 3.4923 -0.1276 7.5861
H34 3.2885 -2.2293 6.2265
H35 1.8877 -2.2428 4.1561

***

(2)
The following is a DFT calculation (the ωB97M-V functional and the def2-TZVPD basis) of a molecular structure, C38H35N3O3Os.

Results
Orbital gap in eV: 6.78
Net charge: +2
Total energy in eV: -53038.6853

CARTESIAN COORDINATES (ANGSTROEM)
Os1 -0.9892 0.4423 0.1177
O1 -1.3727 2.0328 -0.6922
C1 -0.3344 2.9005 -1.2601
C2 0.7593 2.9933 -0.1764
C3 1.6105 1.7550 -0.1511
C4 2.9905 1.8042 -0.1528
C5 3.7124 0.6601 -0.4481
C6 3.0346 -0.4815 -0.8390
C7 1.6505 -0.5099 -0.8077
C8 0.8913 -1.6176 -1.4860
C9 -0.3327 -2.2376 -0.8093
O2 -1.3431 -1.1908 -0.6039
C10 -0.9530 -3.2429 -1.7673
C11 -0.7343 -4.6065 -1.6155
C12 -1.2465 -5.4986 -2.5482
C13 -1.9831 -5.0350 -3.6263
C14 -2.2056 -3.6732 -3.7787
C15 -1.6868 -2.7789 -2.8566
C16 -0.0673 -2.8148 0.5713
C17 1.2135 -3.0661 1.0478
C18 1.4010 -3.6271 2.3083
C19 0.3087 -3.9379 3.1005
C20 -0.9774 -3.6922 2.6290
C21 -1.1632 -3.1400 1.3728
N1 0.9852 0.5701 -0.3452
C22 -0.9913 4.2626 -1.4291
C23 -1.7413 4.7933 -0.3815
C24 -2.3073 6.0522 -0.4940
C25 -2.1222 6.7963 -1.6516
C26 -1.3779 6.2727 -2.6957
C27 -0.8163 5.0066 -2.5900
C28 0.1430 2.2760 -2.5608
C29 1.4157 2.5314 -3.0611
C30 1.8409 1.9380 -4.2428
C31 0.9955 1.0881 -4.9401
C32 -0.2851 0.8506 -4.4614
C33 -0.7116 1.4432 -3.2805
H1 0.2624 3.1958 0.7767
H2 1.3986 3.8524 -0.3739
H3 3.4838 2.7506 0.0221
H4 4.7942 0.6808 -0.4509
H5 3.5689 -1.3479 -1.2036
H6 1.5835 -2.4219 -1.7305
H7 0.5535 -1.2116 -2.4476
H8 -0.1712 -4.9833 -0.7713
H9 -1.0723 -6.5589 -2.4254
H10 -2.3872 -5.7332 -4.3466
H11 -2.7860 -3.3082 -4.6153
H12 -1.8684 -1.7181 -2.9823
H13 2.0824 -2.8618 0.4381
H14 2.4035 -3.8438 2.6544
H15 0.4538 -4.4019 4.0681
H16 -1.8374 -3.9663 3.2269
H17 -2.1665 -2.9914 0.9926
H18 -1.9056 4.2185 0.5226
H19 -2.8963 6.4526 0.3200
H20 -2.5639 7.7795 -1.7398
H21 -1.2369 6.8452 -3.6024
H22 -0.2514 4.6050 -3.4196
H23 2.0853 3.2115 -2.5481
H24 2.8309 2.1512 -4.6236
H25 1.3253 0.6308 -5.8632
H26 -0.9633 0.2176 -5.0188
H27 -1.7252 1.2801 -2.9380
N2 -0.5218 0.4344 1.9764
C34 -0.3527 0.2979 3.1305
N3 -0.1395 0.1740 4.3726
C35 -1.2471 0.0623 5.3689
C36 -1.0453 -1.2296 6.1443
O3 0.2424 -1.2617 6.7174
C37 1.2520 -1.2863 5.7356
C38 1.2342 0.0021 4.9298
H28 -2.2003 0.0870 4.8449
H29 -1.1660 0.9255 6.0292
H30 -1.1920 -2.0903 5.4794
H31 -1.7658 -1.2826 6.9579
H32 1.1190 -2.1455 5.0663
H33 2.2064 -1.3802 6.2505
H34 1.9501 -0.0125 4.1101
H35 1.4216 0.8630 5.5715